The following is a DFT calculation (ωB97M-V/def2-TZVPD) of a 7-piece molecular cluster, C53H121N6O2 overall at a distorted geometry.

Multiplicity: 1
Gap between HOMO and LUMO in eV: 7.97
Total charge: +5

Last column: Mulliken charge in e.
Cartesian coordinates (Å):
C1 9.3206 -11.2191 -4.0656  -0.82
C2 9.1543 -10.3837 -5.3186  2.27
C3 9.1592 -8.8162 -5.1044  -1.44
O1 9.9748 -10.7707 -6.3393  -0.42
H1 10.2939 -10.9743 -3.6402  0.26
H2 9.6076 -12.2706 -4.0580  -0.83
H3 8.5489 -10.9586 -3.3412  0.41
H4 8.1458 -10.7260 -5.5506  -1.09
H5 8.4583 -8.5183 -4.3246  0.30
H6 8.7752 -8.4088 -6.0396  0.25
H7 10.1286 -8.3278 -5.0050  0.29
C4 4.2356 -15.0909 -8.1105  -1.44
C5 5.5088 -14.3073 -8.5345  -0.16
C6 5.2730 -12.7984 -8.6568  -0.53
N1 6.5621 -11.8592 -9.0204  0.24
C7 6.5923 -11.9142 -10.5821  -0.55
C8 7.4394 -10.9503 -11.3325  -0.81
C9 7.1297 -9.5330 -10.8550  -1.01
C10 7.1228 -9.3828 -9.2582  0.83
C11 6.2725 -10.4265 -8.5782  -0.93
C12 7.8573 -12.3678 -8.3921  -1.19
H8 4.4762 -16.1504 -8.1974  0.44
H9 3.4892 -14.9754 -8.8964  0.43
H10 3.8119 -15.0242 -7.1084  0.30
H11 5.9031 -14.5330 -9.5252  0.43
H12 6.3477 -14.5420 -7.8794  -0.03
H13 5.0561 -12.5086 -7.6287  0.38
H14 4.4389 -12.5627 -9.3179  0.50
H15 5.5773 -11.7157 -10.9265  0.38
H16 6.9790 -12.9144 -10.7768  0.43
H17 7.2932 -11.0863 -12.4041  0.50
H18 8.5161 -11.1203 -11.3329  0.31
H19 6.1713 -9.2605 -11.2968  0.38
H20 7.9047 -8.9169 -11.3111  0.40
H21 6.7955 -8.3646 -9.0481  0.57
H22 8.1049 -9.5562 -8.8183  -0.60
H23 5.1973 -10.3283 -8.7277  0.57
H24 6.2404 -10.3822 -7.4896  0.08
H25 8.6405 -11.6954 -8.7421  0.41
H26 7.9914 -13.3834 -8.7642  0.54
H27 7.7153 -12.3241 -7.3122  0.17
C13 5.6437 -11.4620 -3.8958  -1.52
C14 6.1165 -12.8642 -4.3546  0.85
C15 6.3028 -13.7473 -3.0577  -0.62
N2 6.5448 -15.2830 -3.3224  0.19
C16 6.4589 -15.9993 -1.9153  -0.64
C17 7.7053 -15.7321 -0.9724  -0.84
C18 9.1114 -15.9162 -1.7136  -1.09
C19 9.1342 -15.2327 -3.0268  0.31
C20 7.9106 -15.5142 -4.0056  -0.50
C21 5.4890 -15.9707 -4.2547  -0.87
H28 5.7991 -10.7030 -4.6625  0.29
H29 6.2872 -11.1756 -3.0639  0.26
H30 4.6351 -11.6263 -3.5167  0.48
H31 7.0703 -12.5663 -4.7900  -0.60
H32 5.5205 -13.2816 -5.1662  0.14
H33 5.5862 -13.5266 -2.2666  0.50
H34 7.2555 -13.4085 -2.6505  0.28
H35 5.4684 -15.9346 -1.4648  0.51
H36 6.5662 -17.0231 -2.2736  0.44
H37 7.6412 -14.7269 -0.5557  0.34
H38 7.5292 -16.2157 -0.0116  0.51
H39 9.9522 -15.5724 -1.1112  0.43
H40 9.0571 -16.9903 -1.8913  0.37
H41 9.2210 -14.1904 -2.7197  -0.51
H42 10.0086 -15.4176 -3.6508  0.54
H43 7.9742 -14.8356 -4.8562  0.17
H44 7.9303 -16.5881 -4.1915  0.49
H45 4.5302 -15.8999 -3.7412  0.40
H46 5.7193 -17.0162 -4.4595  0.43
H47 5.5110 -15.3870 -5.1750  0.25
C22 11.4511 -5.9092 1.1570  -1.09
C23 12.6339 -6.9684 1.1605  -0.67
C24 12.2716 -8.3361 0.6313  -0.68
N3 13.3172 -9.4330 0.7476  0.45
C25 14.4136 -9.1126 -0.1949  -0.81
C26 14.0328 -9.3224 -1.7356  -1.01
C27 13.2932 -10.6587 -1.9372  0.32
C28 12.0389 -10.8277 -1.0360  -0.06
C29 12.5762 -10.7745 0.4755  -1.11
C30 13.9135 -9.4211 2.1687  -0.88
H48 10.5417 -6.2986 1.6146  -0.07
H49 11.1360 -5.5067 0.1943  0.43
H50 11.7162 -5.0754 1.8071  0.49
H51 12.7372 -7.1222 2.2347  0.35
H52 13.5479 -6.5666 0.7232  0.29
H53 11.9827 -8.2311 -0.4144  0.30
H54 11.3899 -8.6060 1.2127  0.44
H55 14.9931 -8.2004 -0.0526  0.47
H56 15.0986 -9.9549 -0.0984  0.51
H57 13.5149 -8.4276 -2.0808  0.31
H58 14.9394 -9.3984 -2.3360  0.53
H59 12.9869 -10.7006 -2.9825  -0.40
H60 13.8602 -11.5484 -1.6633  0.32
H61 11.2772 -10.0716 -1.2259  0.21
H62 11.5077 -11.7665 -1.1926  0.42
H63 11.7112 -10.8948 1.1277  0.34
H64 13.3113 -11.5469 0.7012  0.41
H65 13.0776 -9.4440 2.8678  0.39
H66 14.5699 -8.5518 2.2089  0.41
H67 14.4688 -10.3422 2.3455  0.36
C31 15.0566 -11.1349 -9.3501  -1.27
C32 14.5428 -9.8041 -8.8615  -0.14
C33 13.0631 -9.6206 -9.1228  0.02
N4 12.4762 -8.2624 -8.6734  0.81
C34 13.1694 -7.1920 -9.5679  -0.70
C35 12.4126 -5.8462 -9.6008  -0.86
C36 10.9499 -6.0830 -10.0434  -0.89
C37 10.3059 -6.9484 -8.9431  -0.49
C38 10.9376 -8.3487 -8.8821  0.38
C39 12.8015 -8.0255 -7.1495  -0.61
H68 16.1258 -11.1494 -9.5617  0.41
H69 14.6087 -11.5744 -10.2413  0.34
H70 15.0584 -11.9133 -8.5871  0.12
H71 15.1868 -9.0211 -9.2618  0.39
H72 14.7595 -9.7492 -7.7946  0.24
H73 12.4833 -10.3074 -8.5063  -0.76
H74 12.7336 -9.7930 -10.1475  0.80
H75 13.3887 -7.5890 -10.5590  0.51
H76 14.1051 -7.0308 -9.0326  0.40
H77 12.9353 -5.4121 -10.4532  0.41
H78 12.5382 -5.4551 -8.5912  0.36
H79 10.9823 -6.4685 -11.0625  0.34
H80 10.3291 -5.1870 -10.0371  0.44
H81 9.2788 -7.0060 -9.3035  0.17
H82 10.2591 -6.3516 -8.0322  0.33
H83 10.8252 -8.8700 -9.8327  0.37
H84 10.5256 -8.9708 -8.0875  -0.64
H85 12.1466 -7.1615 -7.0370  0.56
H86 13.8415 -7.9639 -6.8289  0.39
H87 12.3384 -8.7604 -6.4910  -0.24
C40 7.6767 -5.7610 5.0636  -1.54
C41 6.9981 -5.5512 3.6933  -0.62
C42 7.8239 -6.1977 2.6216  -0.42
N5 7.0394 -6.5784 1.3255  -0.20
C43 6.1121 -5.4290 0.8675  -0.69
C44 5.4564 -5.7778 -0.4976  -0.97
C45 6.4718 -6.2984 -1.5105  -0.67
C46 7.5057 -7.3450 -1.0440  -0.64
C47 8.1198 -7.0242 0.2796  -0.26
C48 6.1052 -7.8079 1.6603  -0.94
H88 8.6960 -5.3749 5.0574  0.37
H89 7.5674 -6.7841 5.4235  0.39
H90 7.1026 -5.2032 5.8035  0.43
H91 6.8252 -4.4855 3.5434  0.52
H92 5.9972 -5.9688 3.8033  0.29
H93 8.3664 -7.0824 2.9550  0.38
H94 8.5606 -5.4716 2.2780  0.42
H95 6.8090 -4.6040 0.7203  0.41
H96 5.5407 -5.1864 1.7634  0.57
H97 4.9212 -4.9046 -0.8707  0.47
H98 4.6032 -6.4428 -0.3634  0.37
H99 7.0049 -5.5062 -2.0362  0.40
H100 5.8706 -6.7605 -2.2936  0.38
H101 8.3165 -7.4102 -1.7696  0.35
H102 7.0912 -8.3507 -0.9736  0.26
H103 8.7229 -6.1275 0.1371  0.17
H104 8.7547 -7.7136 0.8362  0.52
H105 6.6750 -8.4600 2.3224  0.37
H106 5.7040 -8.1276 0.6986  0.55
H107 5.3569 -7.5156 2.3970  0.36
C49 11.5623 -13.0696 -8.4267  -0.40
N6 11.6979 -14.0784 -7.3144  0.26
C50 10.4486 -14.1492 -6.3997  -0.97
C51 12.0306 -15.4398 -7.9463  -0.88
C52 12.9283 -13.6635 -6.4369  -1.12
C53 12.9360 -12.4267 -5.5382  -0.61
O2 12.7525 -11.2044 -6.2955  -0.05
H108 11.1824 -12.0814 -8.1676  -0.40
H109 10.7741 -13.5071 -9.0395  0.63
H110 12.4046 -12.9427 -9.1068  0.35
H111 10.5461 -15.0945 -5.8659  0.52
H112 9.5962 -14.1766 -7.0784  0.32
H113 10.5372 -13.3340 -5.6816  0.09
H114 11.2020 -15.8636 -8.5138  0.34
H115 12.2913 -16.1260 -7.1405  0.40
H116 12.8945 -15.2415 -8.5808  0.43
H117 13.7597 -13.6171 -7.1402  0.53
H118 13.0395 -14.4873 -5.7318  0.40
H119 13.9524 -12.3692 -5.1489  0.73
H120 12.3268 -12.6372 -4.6592  0.35
H121 11.7945 -11.1575 -6.2554  -0.30


The following is a DFT calculation (ωB97M-V/def2-TZVPD) of C41H42F2NOSi as an isolated structure at a distorted geometry.

Multiplicity: 1
Gap between HOMO and LUMO in eV: 5.05
Total charge: +1

Last column: Mulliken charge in e.
Cartesian coordinates (Å):
F1 1.9990 -1.7600 -5.6141  -0.33
C1 2.1207 -0.7021 -4.7384  0.26
C2 3.3395 -0.5270 -4.0839  -0.74
C3 3.3939 0.5423 -3.1781  -0.48
C4 2.2771 1.3280 -2.8752  -0.77
C5 1.0210 1.1034 -3.4901  0.32
C6 -0.1942 1.8805 -3.0157  -0.12
C7 -1.2335 2.1299 -4.0962  0.64
C8 -1.5468 3.4077 -4.6093  -0.70
C9 -2.4453 3.5437 -5.6726  -0.53
C10 -3.0457 2.4291 -6.2755  -0.60
C11 -2.7116 1.1735 -5.7745  0.00
F2 -3.2515 0.0566 -6.3773  -0.31
C12 -1.8703 1.0084 -4.6701  -0.50
C13 1.0038 0.1403 -4.5428  -0.38
H1 4.1818 -1.2012 -4.2631  0.49
H2 4.3444 0.7782 -2.6974  0.53
H3 2.4059 2.2415 -2.2814  0.44
H4 0.0571 2.7465 -2.3863  0.84
H5 -0.9849 4.2846 -4.2699  0.44
H6 -2.6693 4.5372 -6.0680  0.39
H7 -3.7810 2.5324 -7.0771  0.46
H8 -1.6227 -0.0160 -4.3717  0.70
H9 0.1939 0.0908 -5.2743  0.69
C14 0.7601 -4.6124 3.5111  -1.16
Si1 1.9572 -3.6977 2.4568  0.51
C15 3.1662 -2.7501 3.5173  -0.93
C16 2.7838 -4.8438 1.2698  -1.16
O1 1.0590 -2.6360 1.5319  -0.48
C17 0.6720 -1.2651 1.4969  2.31
C18 0.1717 -0.8780 2.9197  -0.18
C19 0.9721 -0.0786 3.7416  -0.33
C20 0.5544 0.2480 5.0352  -0.95
C21 -0.6640 -0.2309 5.5133  -0.56
C22 -1.4473 -1.0676 4.7106  -1.04
C23 -0.9831 -1.4710 3.4494  -0.17
C24 1.8444 -0.3913 0.9851  0.21
C25 2.8824 -1.0427 0.3270  -0.49
C26 4.0144 -0.3350 -0.0712  -1.19
C27 4.1035 1.0296 0.1869  -0.89
C28 2.9866 1.7177 0.6666  -1.33
C29 1.8854 1.0017 1.1432  0.31
C30 -0.4241 -1.2549 0.3686  -1.06
C31 -0.0926 -1.9524 -0.9807  -0.79
C32 -0.8952 -1.1949 -2.0318  -0.37
C33 -1.2126 0.1709 -1.4107  -0.54
N1 -0.7925 0.0865 -0.0576  1.14
C34 -1.3448 0.9715 0.8191  0.16
C35 -2.0695 2.0501 0.3761  -1.61
C36 -3.1303 2.4826 1.2719  0.65
C37 -3.6842 3.7878 1.2456  -0.47
C38 -4.6828 4.1641 2.1573  -0.61
C39 -5.1657 3.2570 3.1118  -0.40
C40 -4.6215 1.9675 3.1848  -0.84
C41 -3.6357 1.5834 2.2724  -0.07
H10 1.2888 -5.3351 4.1436  0.41
H11 0.1998 -3.9205 4.1453  0.27
H12 0.0579 -5.1482 2.8646  0.28
H13 3.9004 -3.4507 3.9513  0.52
H14 3.7045 -1.9822 2.9410  0.24
H15 2.6145 -2.2637 4.3369  0.24
H16 3.2850 -5.6303 1.8468  0.41
H17 2.0415 -5.3135 0.6153  0.33
H18 3.5287 -4.3402 0.6462  0.31
H19 1.9451 0.2691 3.3822  0.64
H20 1.1944 0.9079 5.6225  0.45
H21 -0.9787 0.0406 6.5227  0.42
H22 -2.4310 -1.3960 5.0603  0.49
H23 -1.4791 -2.2790 2.8942  0.53
H24 2.8306 -2.1290 0.1947  0.53
H25 4.8049 -0.8926 -0.5686  0.50
H26 5.0424 1.5537 -0.0086  0.45
H27 2.9708 2.8087 0.7026  0.51
H28 1.0844 1.5326 1.6706  0.62
H29 -1.3165 -1.7677 0.7888  0.35
H30 0.9966 -1.9320 -1.1633  0.26
H31 -0.4042 -3.0057 -0.9332  0.48
H32 -0.3656 -1.0339 -2.9836  0.17
H33 -1.8688 -1.6545 -2.2646  0.34
H34 -0.6502 1.0236 -1.9679  -0.53
H35 -2.2754 0.4405 -1.5198  0.73
H36 -1.2882 0.7076 1.8842  0.43
H37 -1.8460 2.5850 -0.5498  0.38
H38 -3.2832 4.4998 0.5199  0.37
H39 -5.0881 5.1791 2.1094  0.36
H40 -5.9552 3.5413 3.8022  0.39
H41 -4.9762 1.2577 3.9437  0.37
H42 -3.2323 0.5635 2.3551  0.34


The following is a DFT calculation (ωB97M-V/def2-TZVPD) of a 2-piece molecular cluster, C7H11N2O2 overall at a distorted geometry.

Multiplicity: 1
Energy relative to the best compared isomer or geometry (same formula, charge and spin) in kJ/mol: 338.0
Gap between HOMO and LUMO in eV: 10.20
Total charge: +1

Last column: natural (NBO) charge in e.
Cartesian coordinates (Å):
C1 1.8311 0.3696 -1.0556  -0.05
C2 0.5287 0.6008 -1.3119  -0.02
C3 0.6356 -0.3512 0.6503  0.30
C4 -1.6440 -1.8054 -0.3310  0.37
C5 3.0760 -0.5678 0.8921  -0.43
C6 -2.5637 1.7324 0.6963  -0.24
C7 -1.6384 -0.2472 -0.2911  0.30
N1 1.8708 -0.1933 0.1952  -0.27
N2 -0.2433 0.0892 -0.2687  -0.39
O1 -0.6421 -2.4688 -0.4626  -0.49
O2 -2.4060 0.2732 0.6976  -0.52
H1 2.6907 0.5351 -1.7254  0.27
H2 0.2028 1.0278 -2.2627  0.27
H3 0.5110 -0.5542 1.7052  0.26
H4 -2.5665 -2.4091 -0.4227  0.18
H5 2.9788 -0.9697 1.8560  0.25
H6 3.5085 -1.1362 0.0861  0.24
H7 3.7927 0.1170 1.2329  0.25
H8 -1.7321 2.0579 1.2269  0.19
H9 -3.4762 1.8109 1.2589  0.23
H10 -2.5480 2.0436 -0.4749  0.20
H11 -2.1664 0.0454 -1.8909  0.14


The following is a DFT calculation (ωB97M-V/def2-TZVPD) of a 19-piece molecular cluster, H37O19 overall at a distorted geometry.

Multiplicity: 1
Energy relative to the best compared isomer or geometry (same formula, charge and spin) in kJ/mol: 387.6
Gap between HOMO and LUMO in eV: 10.03
Total charge: -1

Last column: natural (NBO) charge in e.
Cartesian coordinates (Å):
O1 1.5674 1.9630 4.6043  -0.97
H1 0.2631 0.8838 2.5517  0.46
H2 0.7186 1.4432 4.5039  0.47
O2 -2.8843 -1.8145 -0.7283  -1.02
H3 0.3219 -1.4041 -0.4242  0.54
H4 -2.0036 -1.3903 -0.9772  0.53
O3 -1.1642 0.3654 -4.4230  -0.96
H5 -0.3492 -1.3033 1.8874  0.50
H6 -3.7118 2.0345 1.4866  0.47
O4 0.6457 5.1284 -0.4776  -0.95
H7 1.3093 4.4269 -0.2775  0.48
H8 0.2258 4.8755 -1.3153  0.47
O5 -4.2302 0.1457 -2.5627  -0.94
H9 1.9598 1.6325 3.7878  0.48
H10 -4.0136 -0.8156 -2.4757  0.48
O6 2.7021 -2.7682 -0.4033  -0.95
H11 2.5050 -2.1058 0.2577  0.48
H12 2.0236 -2.6864 -1.1225  0.46
O7 -3.5442 2.9769 1.2081  -0.94
H13 -0.2831 1.3853 -0.5398  0.48
H14 -2.7143 3.1808 1.6340  0.47
O8 -1.3955 -1.4215 2.1296  -1.03
H15 -1.4818 2.3509 -0.7762  0.48
O9 -0.7443 -4.2173 0.9024  -0.96
H16 2.8071 -0.8914 -3.1987  0.48
H17 -1.0471 -3.2763 0.9732  0.49
O10 1.0353 -1.4178 1.2216  -1.19
H18 0.0833 -2.3371 -1.8112  0.47
H19 1.3555 -2.2629 1.3117  0.47
O11 2.4498 2.2856 0.9023  -1.01
H20 2.3845 1.4751 1.4314  0.51
H21 2.6747 3.0158 1.5831  0.48
O12 -0.1246 -1.6134 -1.2878  -1.03
H22 -0.3137 0.2172 -3.8823  0.48
H23 -2.1924 -2.6335 -2.2902  0.51
O13 2.9561 -0.6556 -4.1800  -0.94
H24 -1.0557 -2.3608 -3.4492  0.47
H25 -1.7145 -1.0879 1.2825  0.44
O14 -1.2377 1.4764 -0.3935  -0.96
H26 -1.5842 -0.5024 -4.5702  0.48
H27 -0.8640 -4.5226 0.0254  0.46
O15 2.3378 1.8432 -2.2823  -0.95
H28 3.2345 2.1515 -2.6984  0.46
H29 2.4005 2.2434 -1.4470  0.48
O16 -1.9367 -2.5083 -3.1945  -0.98
H30 -3.9384 0.3683 -1.7068  0.46
H31 3.1311 0.2639 -4.1121  0.46
O17 4.3785 -1.1924 2.0022  -0.94
H32 4.6026 -0.3081 1.6439  0.47
H33 3.4442 -1.2499 1.9357  0.47
O18 1.1672 0.6699 2.5949  -1.05
H34 1.0868 -0.2943 2.0847  0.51
H35 -3.0511 -1.8615 0.2067  0.49
O19 -2.1829 0.8526 4.4210  -0.94
H36 -2.6507 -0.0130 4.3144  0.47
H37 -1.7043 0.7653 3.5205  0.47